Entry 1:
ORCA calculation (wB97M-V/def2-TZVPD) on a structure of composition C29H39N6O5STi.

Geometry as XYZ:
```
81
Properties=species:S:1:pos:R:3:mulliken_charge:R:1
Ti 0.15312 0.05234 -0.87253 0.63
O -1.03397 -2.15936 -4.24360 -0.72
C -1.13139 -0.98217 -3.45666 0.34
O -0.63465 -1.16557 -2.20846 0.05
C -0.32960 0.03254 -4.26604 -1.64
O -0.29475 1.25636 -3.56029 -0.24
C 0.91523 1.94273 -3.78765 -0.98
C 2.08730 1.21941 -3.11192 0.75
O 3.21469 1.40236 -3.54711 -0.77
O 1.77731 0.46845 -2.11252 -0.17
H -1.33445 -2.87567 -3.66957 0.55
H 0.66955 -0.38456 -4.41691 0.46
H -0.79380 0.19464 -5.24471 0.51
H 1.12413 2.04635 -4.85445 0.34
H 0.81048 2.94793 -3.37382 0.33
N -3.58040 -0.83912 1.18953 -0.05
C -2.82353 -0.62801 2.32566 1.02
C -3.08638 -0.89786 3.65409 -1.18
C -2.08320 -0.61409 4.58243 -0.55
C -0.86735 -0.09045 4.16335 -1.23
C -0.61076 0.17936 2.81992 0.62
C -1.60099 -0.08253 1.87999 -1.47
N -1.61582 0.05917 0.49576 2.17
C -2.87107 -0.33587 0.10125 -0.33
C -3.29760 -0.46408 -1.21967 -0.51
C -4.15964 -1.54354 -1.67171 -1.15
S -3.85846 -1.87587 -3.32441 -0.32
C -2.64058 -0.47849 -3.38396 -0.15
N -2.74786 0.27457 -2.19077 -0.35
H -4.57117 -0.99069 1.17475 0.34
H -4.03218 -1.32919 3.96083 0.43
H -2.25270 -0.81565 5.63313 0.36
H -0.08846 0.10117 4.89205 0.41
H 0.35821 0.53780 2.51288 0.71
H -4.59329 -2.29540 -1.02763 0.38
H -2.86684 0.09446 -4.28479 0.67
N -2.21645 3.32146 -1.89060 -0.44
C -2.63869 3.34704 -0.48554 -0.04
C -1.52806 3.91515 0.39293 -1.24
C -0.38627 2.94841 0.68891 -0.08
N 0.19013 2.28637 -0.52348 -0.09
H -2.75413 3.96520 -2.45323 0.25
H -2.34096 2.38480 -2.26944 0.24
H -2.87788 2.32922 -0.16870 -0.28
H -3.54593 3.94425 -0.35121 0.44
H -1.93576 4.22816 1.35991 0.54
H -1.13694 4.81244 -0.09745 0.37
H -0.73116 2.17966 1.37280 -0.14
H 0.40048 3.50674 1.19556 0.39
H 1.20058 2.38724 -0.50988 0.44
H -0.16834 2.77057 -1.34485 0.08
C -0.30389 -3.23315 2.09256 -1.81
C 0.78348 -3.46168 1.04024 0.80
C 0.18402 -3.39392 -0.36188 -1.51
C 2.01996 -2.60825 1.32360 0.37
C 3.01966 -3.28869 2.01551 -1.18
C 4.18996 -2.68357 2.42592 -1.22
C 4.36194 -1.34604 2.12870 -1.09
C 3.40780 -0.60777 1.43582 0.19
C 3.79275 0.84246 1.18790 0.67
C 2.81465 1.83181 1.80959 -1.28
C 4.06814 1.14521 -0.28369 -1.12
C 2.19558 -1.23003 1.00984 0.24
N 1.21057 -0.51866 0.33552 0.43
H -1.15003 -3.90488 1.91594 0.40
H -0.66904 -2.20984 2.04683 0.43
H 0.07614 -3.40975 3.10143 0.44
H 1.13805 -4.48747 1.17521 0.68
H -0.51163 -2.56647 -0.45596 0.01
H -0.38754 -4.30690 -0.55421 0.48
H 0.94313 -3.29273 -1.13789 0.29
H 2.85965 -4.33807 2.24060 0.35
H 4.95097 -3.24098 2.95885 0.35
H 5.27574 -0.84690 2.43322 0.36
H 4.73830 0.98192 1.71908 0.78
H 1.83091 1.72518 1.36556 -0.35
H 3.15962 2.85928 1.65579 0.48
H 2.71346 1.66314 2.88479 0.42
H 3.21747 0.89280 -0.91007 -0.13
H 4.90182 0.54544 -0.65334 0.45
H 4.32861 2.20032 -0.41762 0.39
```

* spin multiplicity: 3
* net charge: -1
* calculated total energy: -3081.027980 hartree
* HOMO-LUMO gap (alpha / beta): 5.01 / 7.06 eV
* ΔE to the lowest compared entry with this formula, charge and spin: 120.2 kJ/mol

***

Entry 2:
ORCA calculation (wB97M-V/def2-TZVPD) on a structure of composition C29H40AgN4O3SSi at a distorted geometry.

Geometry as XYZ:
```
79
Properties=species:S:1:pos:R:3:mulliken_charge:R:1
Ag -1.91266 -0.00355 0.20258 -0.22
C -2.58506 -4.84095 0.48508 -0.52
C -2.26946 -4.19855 1.67368 -0.48
C -2.73026 -2.92575 1.91888 -0.52
C -3.51136 -2.25475 0.96498 0.55
C -3.86326 -2.93135 -0.21242 0.31
C -3.38766 -4.20415 -0.44782 -0.77
N -3.74706 -0.91295 1.15748 -0.77
C -4.86126 -0.26445 0.80368 -0.25
C -6.15356 -0.82815 0.71758 -0.45
C -7.25976 -0.02105 0.62588 -0.55
C -7.13436 1.37195 0.58188 -0.55
C -5.89146 1.95715 0.62348 -0.28
C -4.73626 1.16245 0.67558 0.36
N -3.48196 1.62235 0.44708 0.56
N -3.20096 2.86395 0.74888 -0.87
C -1.98556 3.31045 0.35838 -0.06
C -1.63556 4.59005 0.70468 -0.39
C -0.35036 5.19515 0.61538 -0.37
C 0.80394 4.78115 0.05228 -0.71
C 1.05664 3.58455 -0.80822 0.48
N -1.13536 2.45045 -0.35962 0.02
H -2.18846 -5.82535 0.28138 0.37
H -1.63736 -4.69025 2.40078 0.38
H -2.46616 -2.39375 2.82398 0.34
H -4.45056 -2.41275 -0.95972 0.43
H -3.61466 -4.69515 -1.38532 0.34
H -6.26886 -1.90225 0.77188 0.42
H -8.24786 -0.46225 0.58858 0.37
H -8.01936 1.98725 0.49228 0.33
H -5.76916 3.02695 0.53858 0.44
H -2.41116 5.17335 1.18288 0.37
H -0.29826 6.15665 1.11908 0.30
H 1.66034 5.43715 0.16228 0.35
H 1.63184 3.93635 -1.67852 0.37
C -0.26576 3.02465 -1.35282 -2.02
C 1.93414 2.44675 -0.14742 1.55
C 3.30394 2.41625 -0.83142 -1.74
C 2.12384 2.64905 1.35808 -1.53
O 1.27714 1.22145 -0.35822 0.29
Si 1.70874 -0.34415 -0.21662 -1.04
S -0.03696 -1.44215 -0.44652 -0.16
O 2.86134 -0.78745 -1.30202 0.08
C 2.75254 -1.32345 -2.60242 1.74
C 2.37284 -2.80675 -2.52942 -1.57
C 4.14004 -1.16415 -3.24172 -1.78
C 1.69804 -0.57535 -3.41882 -1.34
O 2.47894 -0.42795 1.23158 0.09
C 3.19554 -1.50945 1.78148 1.87
C 2.56184 -2.83805 1.38038 -1.60
C 4.64214 -1.43715 1.27738 -1.53
C 3.15884 -1.35985 3.30938 -1.89
H -0.81306 3.82855 -1.85282 0.53
H -0.60196 1.81685 0.23658 0.76
H -0.03356 2.24145 -2.08152 0.57
H 3.81264 3.37175 -0.71412 0.49
H 3.17874 2.20715 -1.89192 0.34
H 3.91224 1.62445 -0.40262 0.32
H 2.87194 3.41165 1.55668 0.47
H 2.44594 1.70025 1.77528 0.00
H 1.18744 2.93525 1.83088 0.42
H 3.15064 -3.37785 -2.02462 0.32
H 2.23284 -3.20385 -3.53192 0.51
H 1.44264 -2.90605 -1.97382 0.23
H 4.88824 -1.65305 -2.62082 0.35
H 4.39464 -0.10965 -3.32212 0.37
H 4.15814 -1.61065 -4.23292 0.39
H 0.72204 -0.73615 -2.96762 0.22
H 1.68244 -0.93945 -4.44392 0.59
H 1.91124 0.49165 -3.41712 0.20
H 2.60114 -2.94665 0.30158 0.16
H 1.51544 -2.84645 1.67558 0.34
H 3.08304 -3.66905 1.84838 0.55
H 4.63614 -1.50585 0.19298 0.08
H 5.23674 -2.24855 1.69318 0.50
H 5.08384 -0.48495 1.56708 0.32
H 2.14454 -1.51115 3.67148 0.41
H 3.48714 -0.36425 3.60058 0.34
H 3.81414 -2.09725 3.76958 0.44
```

* spin multiplicity: 1
* net charge: -1
* calculated total energy: -2408.660503 hartree
* HOMO-LUMO gap (alpha / beta): 5.60 / 5.61 eV

***

Entry 3:
ORCA calculation (wB97M-V/def2-TZVPD) on a structure of composition C29H40AuN2O2P3 at a distorted geometry.

Geometry as XYZ:
```
77
Properties=species:S:1:pos:R:3:mulliken_charge:R:1
C 0.94538 -1.59784 -4.22335 -0.68
C 1.02982 -1.32400 -2.85458 0.44
N -0.07764 -1.15864 -2.13378 -0.12
C -1.27646 -1.13296 -2.71125 0.55
C -1.43719 -1.44117 -4.06340 -0.74
C -0.30326 -1.67815 -4.82978 -0.46
C 2.37227 -1.33694 -2.16099 -1.30
P 2.33777 -0.85464 -0.37395 0.44
Au 0.15177 -1.34029 0.38122 0.97
P -2.10025 -0.09687 -0.11467 1.47
C -2.47748 -0.85745 -1.83737 -1.40
O 1.95047 4.17200 -3.22655 -0.63
O -1.89550 3.77232 -2.13634 -0.61
H 1.88201 -1.76365 -4.76557 0.45
H -2.43036 -1.49316 -4.47854 0.48
H -0.38356 -1.88868 -5.89346 0.39
C 3.28575 -2.04994 0.57718 -1.33
C 3.13759 0.75773 -0.31391 -0.79
H -3.22945 -0.23526 -2.35805 0.48
H -3.02202 -1.80368 -1.63360 0.49
H 3.05673 -0.67532 -2.66241 0.52
H 2.72322 -2.38651 -2.15408 0.35
C -3.27316 -1.06116 0.89394 -1.30
C -2.69182 1.53972 -0.09165 -1.09
H -1.22912 3.28599 -1.73235 0.33
H -1.65646 3.58041 -3.06452 0.31
H 2.90063 4.30101 -3.04857 0.31
H 1.86642 3.71374 -4.07417 0.32
H -0.19647 -2.98327 0.80636 -0.42
H 1.00384 7.70258 -1.01914 0.01
H 4.33792 -2.03920 0.31135 0.43
H 3.16879 -1.77129 1.62533 0.30
H 2.85036 -3.03718 0.43809 0.37
H 4.21057 0.63716 -0.50095 0.41
H 2.71375 1.44612 -1.05842 0.32
H 3.00957 1.19459 0.67805 -0.03
H -3.37967 1.78938 -0.91547 0.50
H -2.98704 1.83906 0.92966 0.48
H -1.93738 2.04618 -0.81510 -0.32
H -4.35344 -0.88820 0.72197 0.38
H -2.99890 -2.09927 0.65121 0.43
H -3.00078 -0.78779 1.92631 0.23
N -0.69712 0.41935 1.67728 -0.49
P -0.25454 0.68168 3.21644 0.85
C 1.37627 1.48002 3.34564 0.50
C 2.49861 0.71640 3.71087 -0.22
C 3.76350 1.30425 3.77186 -0.79
C 3.93029 2.65564 3.45795 -0.52
C 2.81992 3.41682 3.07812 -0.64
C 1.55092 2.83701 3.03266 -0.45
C -1.48118 1.81801 3.91123 0.78
C -2.03089 1.61377 5.18630 -0.59
C -3.02050 2.47671 5.66745 -0.72
C -3.46906 3.53950 4.87590 -0.54
C -2.93321 3.73878 3.59725 -0.98
C -1.94685 2.87373 3.11446 -0.86
C -0.17603 -0.76099 4.30549 0.32
C -0.62591 -1.98829 3.82252 -0.32
C -0.55162 -3.13531 4.60269 -0.77
C -0.06211 -3.05965 5.90630 -0.51
C 0.36644 -1.83199 6.41531 -0.80
C 0.31740 -0.68463 5.62188 -0.18
H 2.40365 -0.33536 3.98479 0.47
H 4.63366 0.71898 4.07640 0.39
H 4.91463 3.12848 3.49569 0.36
H 2.92477 4.47307 2.82336 0.41
H 0.68119 3.43552 2.76787 0.26
H -1.70340 0.78758 5.81402 0.34
H -3.45286 2.33212 6.66051 0.40
H -4.24720 4.21597 5.23412 0.36
H -3.26939 4.56118 2.96168 0.40
H -1.53525 2.99212 2.11175 0.80
H -0.97165 -2.04293 2.79254 0.04
H -0.87903 -4.08416 4.18083 0.43
H -0.02164 -3.96040 6.51780 0.38
H 0.74664 -1.77742 7.43498 0.40
H 0.66099 0.26126 6.03995 0.53
```

* spin multiplicity: 3
* net charge: 0
* calculated total energy: -2548.536877 hartree
* HOMO-LUMO gap (alpha / beta): 6.22 / 5.93 eV
* ΔE to the lowest compared entry with this formula, charge and spin: 250.3 kJ/mol